1.
ORCA calculation (the ωB97M-V functional and the def2-TZVPD basis) on 2 unconnected molecules or ions with the total composition C5H13OPS2 at a distorted geometry.

Calculated values
Energy relative to the best compared isomer or geometry (same formula, charge and spin) (kJ/mol): 40.9
E_LUMO (eV): -0.27
Highest occupied orbital energy (eV): -8.3
Kohn-Sham gap (eV): 8.02
F_max (eV Å⁻¹): 3.18

Last column: natural (NBO) charge in e.
Positions of all 22 atoms, in Å:
S 1.58 -1.98 -1.19  -0.280
S 2.52 1.33 -1.22  -0.549
P 1.69 -0.11 -0.21  1.163
O 2.55 -0.54 1.11  -0.840
C 3.50 0.30 1.72  -0.254
C -2.80 -0.87 -0.39  -0.594
C -0.75 0.11 0.61  -0.349
C -1.54 -0.04 -0.65  -0.313
C -1.88 1.33 -1.24  -0.602
H 4.32 -0.33 2.07  0.194
H -3.35 -0.99 -1.31  0.214
H 3.04 0.82 2.57  0.180
H 3.88 1.04 1.00  0.207
H -0.70 1.08 1.07  0.204
H -3.44 -0.37 0.34  0.202
H 1.47 -2.62 -0.03  0.151
H -2.54 -1.86 -0.01  0.208
H -0.75 -0.72 1.30  0.199
H -0.94 -0.58 -1.39  0.225
H -2.40 1.22 -2.18  0.212
H -0.96 1.89 -1.42  0.223
H -2.51 1.90 -0.56  0.199



2.
ORCA calculation (the ωB97M-V functional and the def2-TZVPD basis) on 8 unconnected molecules or ions with the total composition C16H47N15O8 at a distorted geometry.

Calculated values
SMILES: CC1(C)CCCC(C)(C)N1O.NC(N)=O.NC(N)=O.NC(N)=O.NC(N)=O.NC(N)=O.NC(N)=O.NC(N)=O
Energy relative to the best compared isomer or geometry (same formula, charge and spin) (kJ/mol): 403.7
E_LUMO (eV): -0.26
Highest occupied orbital energy (eV): -8.9
Kohn-Sham gap (eV): 8.65
F_max (eV Å⁻¹): 9.20

Last column: Löwdin charge in e.
Positions of all 86 atoms, in Å:
O -3.75 4.58 3.26  0.052
O 4.27 4.83 -2.34  0.061
O 5.34 0.01 0.74  0.043
O -1.45 -2.64 -0.61  -0.020
O 1.39 -0.74 -4.63  0.049
O 1.37 1.46 -1.20  0.008
O 0.44 3.08 2.11  0.017
O -2.03 0.33 -6.31  0.051
N 3.66 -1.16 -0.31  0.175
N -2.16 3.14 4.01  0.153
N -2.17 -0.52 -4.19  0.164
N 3.24 -1.77 -4.25  0.184
N -2.26 3.57 2.02  0.167
N 2.38 3.73 -2.26  0.155
N 3.78 3.15 -0.93  0.176
N -0.33 0.82 0.04  0.219
N -1.55 -1.79 0.58  -0.100
N -3.60 -1.06 -5.63  0.142
N 1.98 2.65 3.60  0.185
N 4.98 -2.09 1.11  0.156
N 2.19 1.70 1.63  0.196
N 3.06 0.24 -3.64  0.201
N 0.03 -0.12 -1.87  0.230
C 0.42 0.79 -1.02  -0.759
C -0.75 -2.25 1.74  -0.452
C -2.53 -0.96 3.26  -0.171
C 4.69 -0.98 0.49  -0.780
C -3.49 -0.65 -0.49  -0.021
C -1.03 -1.14 2.85  -0.125
C -2.82 3.83 3.11  -0.828
C 2.52 -0.75 -4.24  -0.876
C -3.88 -2.65 0.98  -0.041
C 3.57 3.98 -1.88  -0.856
C -1.02 -3.61 2.34  -0.021
C 1.47 2.52 2.43  -0.723
C -2.97 -1.40 0.79  -0.439
C -3.25 -0.46 2.04  -0.127
C 0.81 -2.12 1.55  -0.044
C -2.60 -0.27 -5.42  -0.781
H -3.43 -1.09 -1.49  0.055
H -3.70 -1.90 -5.08  0.108
H 1.95 4.20 -3.04  0.126
H 2.83 2.14 3.81  0.119
H 2.98 -2.55 -4.85  0.135
H 1.12 -2.56 0.60  0.070
H 1.94 2.88 -1.93  0.040
H -4.93 -2.36 1.00  0.083
H -2.91 0.27 -0.57  0.076
H -1.72 -3.50 -0.27  0.074
H 3.25 -2.05 -0.58  0.106
H -4.58 -0.56 -0.47  0.090
H 2.98 1.29 2.11  0.102
H -1.24 -0.11 -4.17  0.089
H -3.93 -1.10 -6.58  0.120
H -0.70 -0.17 2.48  0.087
H 3.96 0.00 -3.24  0.113
H -1.71 -4.20 1.73  0.076
H -2.36 4.16 1.21  0.136
H -2.67 -1.09 -3.53  0.089
H 4.36 -2.87 0.96  0.102
H -2.89 -1.91 3.64  0.099
H 1.51 -2.59 2.25  0.083
H -0.28 1.53 0.76  0.087
H -1.25 2.72 3.95  0.088
H 5.63 -2.10 1.88  0.123
H 2.60 1.13 -3.56  0.118
H 1.69 3.44 4.16  0.135
H 1.07 -1.07 1.60  0.052
H 0.45 -0.17 -2.78  0.079
H -4.32 -0.39 2.19  0.126
H -3.87 -3.38 0.17  0.082
H -0.45 -1.18 3.77  0.121
H 4.60 3.25 -0.35  0.127
H -1.45 2.97 1.97  0.053
H -0.95 0.02 0.01  0.059
H 3.04 2.50 -0.72  0.057
H -2.91 0.57 1.86  0.105
H 4.10 -1.79 -3.73  0.117
H -2.63 -0.24 4.07  0.109
H 3.12 -0.31 -0.40  0.085
H -3.80 -3.12 1.97  0.074
H 1.96 1.45 0.68  0.051
H -0.59 -0.84 -1.54  0.084
H -0.04 -4.08 2.24  0.071
H -2.58 3.08 4.93  0.109
H -1.20 -3.61 3.42  0.096



3.
ORCA calculation (the ωB97M-V functional and the def2-TZVPD basis) on a single C5H8O molecule at a distorted geometry.

Calculated values
SMILES: C[C@H]1CCC1=O
Energy relative to the best compared isomer or geometry (same formula, charge and spin) (kJ/mol): 233.8
E_LUMO (eV): 0.89
Highest occupied orbital energy (eV): -9.4
Kohn-Sham gap (eV): 10.34
F_max (eV Å⁻¹): 1.51

Last column: natural (NBO) charge in e.
Positions of all 14 atoms, in Å:
O -0.11 0.25 1.99  -0.537
C 1.86 -0.52 0.48  -0.597
C 0.55 0.19 -0.34  -0.341
C -0.39 0.36 0.82  0.586
C -1.70 0.27 0.08  -0.533
C -0.90 -0.05 -1.21  -0.372
H -1.09 0.72 -1.97  0.214
H 2.10 0.01 1.44  0.245
H 1.00 1.05 -0.84  0.235
H 2.75 -0.42 -0.13  0.202
H 1.71 -1.55 0.82  0.215
H -2.38 -0.51 0.45  0.234
H -2.24 1.22 0.09  0.232
H -1.16 -1.00 -1.69  0.216



4.
ORCA calculation (the ωB97M-V functional and the def2-TZVPD basis) on 8 unconnected molecules or ions with the total composition C4H24N8O8 at a distorted geometry.

Calculated values
SMILES: NC(N)=O.NC(N)=O.NC(N)=O.NC(N)=O.O.O.O.O
Energy relative to the best compared isomer or geometry (same formula, charge and spin) (kJ/mol): 291.0
E_LUMO (eV): -0.22
Highest occupied orbital energy (eV): -8.6
Kohn-Sham gap (eV): 8.37
F_max (eV Å⁻¹): 6.19

Last column: natural (NBO) charge in e.
Positions of all 44 atoms, in Å:
O 2.31 -2.02 -3.27  -0.670
O -2.84 3.75 2.58  -0.707
O 3.40 1.36 0.93  -0.959
O 1.31 3.01 1.22  -0.952
O 1.37 -0.29 -0.15  -0.982
O -0.66 -0.33 2.06  -0.752
O -1.81 1.87 -1.79  -0.666
O 2.34 -3.04 -0.61  -0.932
N -1.97 -0.09 -2.82  -0.840
N -2.65 1.70 3.27  -0.822
N -1.83 -0.01 -0.67  -0.828
N -1.32 -2.23 2.99  -0.794
N 1.00 -1.66 -5.04  -0.837
N 0.83 -1.77 2.81  -0.826
N -1.61 2.34 1.47  -0.813
N 1.05 -0.26 -3.44  -0.817
C -1.88 0.69 -1.75  0.751
C -2.32 2.65 2.47  0.736
C -0.42 -1.42 2.57  0.774
C 1.48 -1.38 -3.88  0.728
H -2.41 0.39 -3.59  0.397
H 1.75 -3.65 -0.16  0.442
H -2.30 -2.09 2.77  0.413
H -2.06 -0.99 -0.65  0.375
H 1.32 0.05 -2.52  0.417
H -2.11 -1.07 -2.64  0.379
H -2.43 0.80 2.88  0.382
H 2.14 -2.19 -0.22  0.484
H 0.63 -0.93 -5.63  0.385
H 0.78 -0.23 0.59  0.485
H 1.15 -2.60 -5.38  0.403
H -1.58 0.49 0.17  0.421
H 1.11 3.44 0.38  0.467
H 1.47 -0.99 2.80  0.423
H 2.19 2.65 1.10  0.472
H 1.04 -2.73 3.06  0.396
H 3.88 0.71 1.44  0.494
H -1.05 -3.18 3.23  0.390
H -3.34 1.81 4.00  0.407
H 1.99 0.43 -0.02  0.490
H -0.97 1.56 1.56  0.399
H -1.28 3.11 0.91  0.413
H 4.03 2.08 0.82  0.489
H 0.29 0.24 -3.87  0.383



5.
ORCA calculation (the ωB97M-V functional and the def2-TZVPD basis) on a single C9H10INO2 molecule at a distorted geometry.

Calculated values
Energy relative to the best compared isomer or geometry (same formula, charge and spin) (kJ/mol): 753.4
E_LUMO (spin up / spin down) (eV): -0.01 / -1.18
Highest occupied orbital energy (spin up / spin down) (eV): -7.7 / -7.0
Kohn-Sham gap (spin up / spin down) (eV): 7.68 / 5.85
F_max (eV Å⁻¹): 5.58

Last column: natural (NBO) charge in e.
Positions of all 23 atoms, in Å:
I 3.22 1.05 0.14  0.161
O -0.97 -2.38 0.17  -0.465
O -1.51 -0.01 0.30  -0.513
N 2.02 -2.36 -1.49  -0.296
C 1.05 -1.09 0.54  -0.265
C 1.65 -1.77 -0.59  0.274
C -0.07 -1.76 1.03  0.121
C 1.39 0.25 0.93  -0.074
C -0.50 -0.35 -2.03  -0.739
C -0.86 1.94 -0.92  -0.703
C -0.80 0.47 -0.81  0.512
C 0.92 0.82 2.18  -0.717
C -1.40 -1.26 0.92  0.311
H 1.05 1.82 2.23  0.226
H -2.26 -1.29 1.61  0.203
H -0.19 0.60 2.41  0.240
H -1.88 2.09 -1.07  0.235
H 1.30 0.37 3.22  0.244
H -0.24 2.18 -1.85  0.242
H 0.56 -0.51 -2.04  0.267
H -0.85 0.03 -2.89  0.228
H -0.70 2.59 0.02  0.245
H -0.93 -1.44 -2.00  0.263



6.
ORCA calculation (the ωB97M-V functional and the def2-TZVPD basis) on a molecular structure, C10H26BCoO4 at a distorted geometry.

Calculated values
Total charge: -1
Energy relative to the best compared isomer or geometry (same formula, charge and spin) (kJ/mol): 125.0
Spin multiplicity: 4
E_LUMO (spin up / spin down) (eV): 2.86 / 2.86
Highest occupied orbital energy (spin up / spin down) (eV): -3.9 / -3.8
Kohn-Sham gap (spin up / spin down) (eV): 6.80 / 6.67
F_max (eV Å⁻¹): 3.10

Last column: Löwdin spin population.
Positions of all 42 atoms, in Å:
Co -2.64 19.51 -5.61  2.728
O -1.89 17.64 -6.02  0.023
O -3.61 19.42 -7.56  0.015
O -1.58 21.18 -6.16  0.063
O -4.45 20.19 -4.92  0.065
C -5.37 19.38 -9.12  0.001
C -5.33 19.27 -4.36  0.007
C -0.52 17.44 -6.37  0.003
C -4.20 18.63 -9.68  0.001
C -4.73 20.20 -8.04  0.001
C -0.72 21.21 -7.23  0.006
C -0.02 16.43 -5.33  0.001
C -2.44 16.39 -5.60  0.004
C -1.30 15.77 -4.80  0.001
C -3.46 18.28 -8.39  0.001
B -1.60 19.36 -3.55  0.037
H -3.56 19.27 -10.30  0.000
H 0.05 22.00 -7.17  0.003
H -4.43 17.77 -10.31  0.000
H 0.44 17.06 -4.57  0.000
H -0.05 18.42 -6.34  0.001
H -5.19 19.19 -3.26  0.000
H -0.50 17.11 -7.42  0.000
H -1.15 18.98 -2.54  0.009
H -1.23 14.69 -4.73  0.000
H -2.56 18.79 -3.89  0.011
H -1.44 16.11 -3.77  0.000
H -4.32 21.16 -8.37  0.000
H 0.59 15.68 -5.84  0.000
H -1.19 21.40 -8.21  0.000
H -0.76 19.32 -4.36  0.009
H -3.83 17.36 -7.94  0.000
H -1.97 20.46 -3.44  0.006
H -5.18 18.27 -4.80  0.001
H -5.41 20.41 -7.21  0.000
H -6.38 19.58 -4.50  0.001
H -6.02 19.87 -9.85  0.000
H -3.36 16.54 -5.04  0.001
H -2.43 18.06 -8.71  0.000
H -0.10 20.29 -7.32  0.000
H -5.99 18.66 -8.56  0.000
H -2.70 15.87 -6.53  0.000